Record 1
Below is a 11-piece molecular cluster, C69H154N6O11 overall in a non-equilibrium geometry, with properties calculated with ωB97M-V/def2-TZVPD.

Computed properties:
Multiplicity: 2
<S²>: 0.754
Charge: +1
Orbital gap (alpha / beta) in eV: 6.93 / 2.94

Last column: Löwdin charge in e.
CARTESIAN COORDINATES (ANGSTROEM)
C1 -6.10 -2.27 -0.09  -0.041
C2 -5.05 -2.49 1.01  -0.490
C3 -3.72 -2.88 0.42  -0.042
O1 -4.93 -1.25 1.68  -0.067
H1 -6.29 -3.23 -0.58  0.076
H2 -5.66 -1.71 -0.91  0.054
H3 -7.06 -1.83 0.20  0.083
H4 -5.40 -3.19 1.77  0.132
H5 -3.39 -2.19 -0.36  0.083
H6 -3.87 -3.91 0.09  0.097
H7 -2.90 -2.85 1.15  0.050
H8 -3.98 -1.15 1.65  0.014
C4 -1.71 -5.13 4.76  -0.036
C5 -2.28 -4.20 3.70  -0.459
C6 -3.25 -3.21 4.25  -0.043
O2 -1.14 -3.43 3.30  -0.077
H9 -1.24 -4.65 5.62  0.065
H10 -0.86 -5.70 4.38  0.051
H11 -2.48 -5.86 5.03  0.088
H12 -2.69 -4.69 2.81  0.138
H13 -4.12 -3.72 4.66  0.091
H14 -3.62 -2.74 3.33  0.050
H15 -2.97 -2.49 5.02  0.097
H16 -1.51 -2.67 2.83  0.038
C7 -0.86 1.53 5.25  -0.034
C8 -1.96 2.50 4.79  -0.479
C9 -1.43 3.78 4.15  -0.036
O3 -2.62 1.73 3.87  -0.063
H17 -1.02 0.45 5.22  0.088
H18 -0.83 1.72 6.32  0.085
H19 0.03 1.77 4.68  0.041
H20 -2.62 2.80 5.60  0.141
H21 -2.24 4.42 3.79  0.081
H22 -0.85 3.58 3.25  0.069
H23 -0.84 4.36 4.86  0.081
H24 -3.47 2.14 3.70  0.059
C10 -1.84 0.95 0.53  -0.032
C11 -1.28 -0.26 1.23  -0.441
C12 0.06 -0.03 2.03  -0.012
O4 -2.27 -0.64 2.14  -0.091
H25 -2.83 0.75 0.13  0.089
H26 -1.15 1.12 -0.30  0.067
H27 -1.80 1.81 1.20  0.070
H28 -1.10 -1.16 0.64  0.138
H29 0.94 0.12 1.40  0.052
H30 0.33 -0.87 2.67  0.077
H31 -0.11 0.87 2.62  0.056
H32 -2.36 0.07 2.78  0.069
C13 -7.47 3.17 2.95  -0.034
C14 -5.91 2.85 3.12  -0.487
C15 -5.17 2.66 1.81  -0.037
O5 -5.38 3.92 3.82  -0.046
H33 -7.97 2.35 2.42  0.069
H34 -7.67 3.99 2.27  0.073
H35 -8.04 3.41 3.85  0.070
H36 -5.81 1.97 3.75  0.132
H37 -4.18 2.25 1.99  0.043
H38 -5.00 3.62 1.32  0.083
H39 -5.56 1.96 1.07  0.090
H40 -5.64 3.72 4.73  0.098
C16 2.38 3.34 3.64  0.007
C17 3.53 2.77 4.49  -0.442
C18 3.03 1.59 5.36  -0.116
C19 2.90 0.20 4.71  -0.141
C20 4.25 -0.08 4.06  -0.126
C21 4.68 0.98 3.02  -0.396
N1 4.60 2.36 3.60  0.107
O6 5.14 3.39 2.79  0.103
C22 6.14 0.66 2.65  -0.011
C23 3.81 0.87 1.70  0.026
C24 3.98 3.94 5.45  0.005
H41 2.00 2.65 2.89  0.075
H42 2.75 4.13 2.98  0.097
H43 1.60 3.70 4.30  0.091
H44 3.74 1.54 6.19  0.125
H45 2.09 1.91 5.80  0.115
H46 2.04 0.22 4.04  0.095
H47 2.72 -0.54 5.50  0.111
H48 4.20 -1.09 3.64  0.122
H49 4.97 -0.19 4.88  0.132
H50 6.44 1.25 1.78  0.091
H51 6.88 0.85 3.42  0.097
H52 6.19 -0.39 2.36  0.095
H53 3.82 -0.08 1.18  0.086
H54 2.75 1.06 1.81  0.045
H55 4.13 1.68 1.04  0.096
H56 4.91 3.68 5.96  0.087
H57 3.34 4.24 6.29  0.108
H58 4.33 4.74 4.80  0.084
H59 6.01 3.54 3.16  0.146
C25 -7.23 1.53 -5.90  -0.042
C26 -5.75 1.28 -5.53  -0.447
C27 -5.60 1.86 -4.06  -0.116
C28 -4.34 1.38 -3.35  -0.168
C29 -4.30 -0.18 -3.43  -0.143
C30 -4.27 -0.74 -4.85  -0.463
N2 -5.40 -0.18 -5.57  -0.146
O7 -5.70 -0.83 -6.73  0.006
C31 -2.91 -0.43 -5.51  -0.022
C32 -4.46 -2.34 -4.64  -0.009
C33 -4.87 2.11 -6.45  -0.043
H60 -7.50 1.14 -6.88  0.082
H61 -7.59 2.55 -5.76  0.087
H62 -7.92 1.06 -5.20  0.077
H63 -5.58 2.94 -4.19  0.104
H64 -6.53 1.68 -3.52  0.116
H65 -4.31 1.62 -2.28  0.095
H66 -3.38 1.80 -3.65  0.093
H67 -5.15 -0.61 -2.90  0.102
H68 -3.46 -0.55 -2.84  0.103
H69 -2.81 0.64 -5.73  0.056
H70 -2.04 -0.64 -4.89  0.054
H71 -2.80 -0.81 -6.53  0.090
H72 -4.29 -2.88 -5.57  0.072
H73 -3.77 -2.65 -3.86  0.070
H74 -5.46 -2.60 -4.28  0.076
H75 -4.71 1.51 -7.34  0.087
H76 -3.91 2.42 -6.05  0.059
H77 -5.37 2.97 -6.90  0.087
H78 -6.54 -1.26 -6.54  0.112
C34 -2.61 7.54 -4.38  -0.038
C35 -2.07 6.10 -4.20  -0.438
C36 -0.46 6.18 -4.16  -0.120
C37 0.07 6.55 -2.77  -0.172
C38 -0.49 5.55 -1.71  -0.135
C39 -2.04 5.45 -1.67  -0.452
N3 -2.58 5.26 -3.08  -0.095
O8 -3.97 5.04 -3.08  -0.012
C40 -2.30 4.16 -0.84  -0.041
C41 -2.59 6.69 -0.92  -0.028
C42 -2.50 5.29 -5.51  -0.034
H79 -2.11 8.21 -3.69  0.064
H80 -3.69 7.56 -4.22  0.087
H81 -2.35 7.95 -5.36  0.084
H82 0.00 5.23 -4.45  0.096
H83 -0.20 6.93 -4.90  0.113
H84 -0.21 7.60 -2.64  0.099
H85 1.16 6.50 -2.76  0.104
H86 -0.02 5.78 -0.75  0.113
H87 -0.04 4.59 -1.96  0.087
H88 -1.68 4.02 0.05  0.076
H89 -3.34 4.04 -0.53  0.069
H90 -2.14 3.33 -1.52  0.061
H91 -2.27 6.73 0.12  0.082
H92 -2.58 7.68 -1.37  0.074
H93 -3.67 6.56 -0.88  0.075
H94 -2.35 4.22 -5.46  0.058
H95 -1.90 5.69 -6.32  0.077
H96 -3.57 5.38 -5.74  0.073
H97 -4.10 4.09 -2.97  0.063
C43 7.13 -2.79 -2.26  -0.037
C44 5.81 -3.27 -2.81  -0.506
C45 5.79 -4.78 -2.59  -0.149
C46 5.49 -5.32 -1.15  -0.131
C47 4.09 -4.68 -0.78  -0.133
C48 4.12 -3.14 -0.84  -0.475
N4 4.57 -2.71 -2.17  -0.103
O9 4.33 -1.36 -2.38  -0.015
C49 2.65 -2.72 -0.60  -0.023
C50 5.03 -2.63 0.32  -0.024
C51 5.78 -3.07 -4.33  -0.040
H98 7.04 -1.76 -1.92  0.081
H99 7.89 -2.93 -3.03  0.091
H100 7.41 -3.32 -1.35  0.073
H101 4.98 -5.09 -3.24  0.117
H102 6.71 -5.24 -2.95  0.121
H103 6.19 -5.07 -0.36  0.089
H104 5.38 -6.40 -1.27  0.106
H105 3.78 -5.02 0.20  0.096
H106 3.29 -5.04 -1.42  0.118
H107 2.47 -1.66 -0.47  0.055
H108 2.03 -3.09 -1.42  0.089
H109 2.34 -3.26 0.30  0.074
H110 5.85 -3.30 0.58  0.069
H111 5.42 -1.62 0.16  0.065
H112 4.41 -2.48 1.20  0.059
H113 6.08 -2.06 -4.59  0.077
H114 4.77 -3.22 -4.72  0.079
H115 6.41 -3.75 -4.90  0.090
H116 3.56 -1.42 -2.96  0.054
C52 1.20 -3.37 6.48  -0.027
C53 2.32 -4.33 5.91  -0.469
C54 2.33 -5.52 6.90  -0.139
C55 2.88 -6.79 6.35  -0.200
C56 2.33 -7.06 4.98  -0.128
C57 2.55 -5.93 3.92  -0.460
N5 2.00 -4.71 4.54  -0.124
O10 1.89 -3.61 3.71  -0.028
C58 4.02 -5.68 3.48  -0.017
C59 1.66 -6.23 2.70  -0.025
C60 3.63 -3.56 6.00  -0.030
H117 0.31 -3.93 6.77  0.053
H118 0.86 -2.64 5.74  0.066
H119 1.41 -2.84 7.40  0.081
H120 2.80 -5.31 7.87  0.125
H121 1.31 -5.70 7.21  0.113
H122 2.58 -7.60 7.02  0.120
H123 3.97 -6.84 6.23  0.111
H124 1.25 -7.22 5.04  0.118
H125 2.83 -7.97 4.64  0.125
H126 4.72 -5.93 4.28  0.068
H127 4.24 -6.23 2.57  0.073
H128 4.21 -4.64 3.22  0.068
H129 1.85 -7.21 2.26  0.091
H130 0.60 -6.30 2.98  0.065
H131 1.74 -5.39 2.01  0.070
H132 4.39 -4.23 5.61  0.071
H133 3.92 -3.41 7.04  0.087
H134 3.64 -2.60 5.49  0.054
H135 0.98 -3.61 3.41  0.061
C61 1.60 0.97 -1.83  -0.036
C62 1.22 1.15 -3.38  -0.428
C63 1.94 2.55 -3.69  -0.137
C64 2.13 2.81 -5.16  -0.175
C65 2.90 1.61 -5.78  -0.126
C66 2.32 0.21 -5.52  -0.450
N6 2.05 0.13 -4.03  -0.126
O11 1.70 -1.17 -3.71  -0.020
C67 1.02 0.02 -6.38  -0.004
C68 3.45 -0.75 -5.93  -0.040
C69 -0.27 1.13 -3.66  -0.018
H136 2.63 0.67 -1.62  0.067
H137 1.15 0.04 -1.48  0.055
H138 1.33 1.80 -1.19  0.073
H139 1.36 3.37 -3.27  0.089
H140 2.91 2.59 -3.18  0.118
H141 2.54 3.81 -5.30  0.113
H142 1.12 2.89 -5.55  0.096
H143 3.94 1.63 -5.45  0.120
H144 2.87 1.75 -6.86  0.120
H145 0.46 0.94 -6.53  0.074
H146 1.16 -0.50 -7.32  0.091
H147 0.30 -0.61 -5.85  0.055
H148 3.85 -0.63 -6.93  0.093
H149 4.28 -0.72 -5.22  0.071
H150 3.07 -1.76 -6.07  0.081
H151 -0.76 0.21 -3.33  0.075
H152 -0.52 1.22 -4.72  0.059
H153 -0.64 1.95 -3.04  0.079
H154 0.92 -1.27 -4.25  0.080

Record 2
Below is a 10-piece molecular cluster, C69H158N9O16 overall in a non-equilibrium geometry, with properties calculated with ωB97M-V/def2-TZVPD.

Computed properties:
Charge: +7
Orbital gap in eV: 7.48

Last column: Löwdin charge in e.
CARTESIAN COORDINATES (ANGSTROEM)
C1 -18.66 -1.63 42.91  -0.030
C2 -19.61 -2.46 43.35  -0.372
C3 -19.70 -2.88 44.80  -0.354
O1 -20.42 -3.86 45.27  -0.080
C4 -18.92 -2.32 45.73  -0.066
C5 -17.92 -1.35 45.36  -0.278
C6 -17.77 -1.04 43.86  -0.373
O2 -16.97 -0.16 43.62  -0.001
O3 -17.23 -0.64 46.19  -0.051
O4 -20.43 -2.83 42.43  -0.085
H1 -18.59 -1.36 41.87  0.099
H2 -18.86 -2.69 46.74  0.113
C7 -18.45 -9.70 43.12  -0.056
O5 -18.82 -8.31 43.12  -0.178
C8 -20.09 -8.22 43.64  -0.247
C9 -20.56 -6.70 43.70  -0.012
N1 -20.07 -5.92 42.43  0.082
H3 -20.27 -4.93 42.53  0.107
H4 -19.07 -6.01 42.42  0.157
C10 -20.47 -6.58 41.15  -0.064
C11 -21.96 -6.94 41.05  -0.215
O6 -22.64 -5.84 41.50  -0.208
C12 -24.04 -6.11 41.40  -0.075
H5 -17.43 -9.82 42.76  0.109
H6 -19.13 -10.37 42.59  0.104
H7 -18.56 -10.16 44.10  0.094
H8 -20.14 -8.69 44.63  0.126
H9 -20.81 -8.85 43.12  0.119
H10 -19.90 -6.23 44.42  0.106
H11 -21.64 -6.53 43.70  0.109
H12 -19.90 -7.50 40.99  0.138
H13 -19.97 -5.86 40.49  0.143
H14 -22.22 -7.86 41.59  0.131
H15 -22.24 -7.15 40.02  0.144
H16 -24.34 -6.81 40.62  0.111
H17 -24.52 -5.14 41.30  0.083
H18 -24.29 -6.67 42.30  0.078
C13 -27.43 -6.84 43.27  -0.048
O7 -27.14 -5.99 44.40  -0.200
C14 -28.21 -5.22 44.82  -0.220
C15 -28.53 -4.10 43.83  -0.039
N2 -27.34 -3.18 43.51  0.091
H19 -26.71 -3.76 42.98  0.142
H20 -27.58 -2.47 42.83  0.171
C16 -26.53 -2.51 44.66  -0.053
C17 -25.48 -3.31 45.25  -0.250
O8 -24.66 -3.70 44.24  -0.177
C18 -23.72 -4.74 44.45  -0.058
H21 -27.50 -6.24 42.36  0.086
H22 -28.18 -7.62 43.33  0.117
H23 -26.55 -7.46 43.11  0.084
H24 -27.99 -4.88 45.84  0.116
H25 -29.15 -5.77 44.94  0.153
H26 -29.21 -3.34 44.22  0.148
H27 -28.81 -4.46 42.85  0.139
H28 -27.34 -2.23 45.34  0.150
H29 -26.28 -1.50 44.31  0.115
H30 -25.96 -4.12 45.79  0.111
H31 -24.75 -2.88 45.94  0.133
H32 -22.94 -4.74 43.69  0.072
H33 -24.23 -5.69 44.27  0.082
H34 -23.22 -4.79 45.42  0.070
C19 -15.90 -1.34 49.29  -0.107
O9 -16.47 -0.17 48.82  -0.225
C20 -15.62 0.91 48.81  -0.172
C21 -16.13 1.96 47.73  -0.023
N3 -15.66 1.61 46.29  0.080
H35 -14.65 1.67 46.34  0.165
H36 -15.99 0.70 46.02  0.089
C22 -16.04 2.55 45.11  -0.042
C23 -16.05 4.10 45.35  -0.197
O10 -17.25 4.40 45.97  -0.173
C24 -18.22 4.80 45.04  -0.088
H37 -15.82 -1.37 50.38  0.109
H38 -14.96 -1.60 48.81  0.086
H39 -16.49 -2.26 49.28  0.071
H40 -14.65 0.56 48.47  0.126
H41 -15.43 1.37 49.78  0.148
H42 -15.64 2.89 48.01  0.135
H43 -17.21 2.11 47.66  0.107
H44 -17.04 2.19 44.84  0.106
H45 -15.42 2.19 44.29  0.127
H46 -15.91 4.53 44.36  0.134
H47 -15.28 4.52 45.99  0.143
H48 -19.23 4.56 45.36  0.086
H49 -18.10 4.29 44.08  0.069
H50 -18.21 5.88 44.84  0.088
C25 -16.23 -3.64 37.00  -0.089
O11 -16.35 -3.41 38.39  -0.212
C26 -16.46 -1.98 38.74  -0.142
C27 -16.35 -1.75 40.32  -0.044
N4 -14.95 -2.11 40.91  0.111
H51 -14.99 -3.10 41.13  0.175
H52 -14.30 -1.82 40.19  0.174
C28 -14.52 -1.39 42.18  -0.141
C29 -13.05 -1.37 42.25  -0.188
O12 -12.27 -2.63 42.09  -0.137
C30 -12.51 -3.49 43.22  -0.093
H53 -17.16 -3.25 36.58  0.092
H54 -16.30 -4.72 36.91  0.102
H55 -15.33 -3.24 36.54  0.106
H56 -17.38 -1.53 38.36  0.119
H57 -15.72 -1.37 38.22  0.125
H58 -17.08 -2.34 40.87  0.102
H59 -16.47 -0.69 40.52  0.120
H60 -14.95 -1.81 43.09  0.120
H61 -14.81 -0.35 42.07  0.131
H62 -12.83 -0.78 43.13  0.135
H63 -12.67 -0.62 41.55  0.142
H64 -13.54 -3.57 43.57  0.045
H65 -11.87 -3.11 44.01  0.104
H66 -12.18 -4.48 42.91  0.108
C31 -23.21 -0.44 46.63  -0.091
O13 -22.32 0.65 46.55  -0.181
C32 -20.97 0.35 46.19  -0.200
C33 -20.01 1.34 46.82  -0.027
N5 -20.09 1.05 48.36  0.102
H67 -19.94 1.96 48.78  0.181
H68 -21.05 0.81 48.56  0.135
C34 -19.31 -0.09 48.96  -0.058
C35 -20.34 -1.16 49.28  -0.183
O14 -21.46 -0.81 50.10  -0.192
C36 -22.57 -1.75 50.24  -0.050
H69 -23.02 -1.19 45.86  0.087
H70 -24.24 -0.12 46.50  0.098
H71 -23.10 -0.68 47.69  0.078
H72 -20.97 0.64 45.14  0.124
H73 -20.64 -0.69 46.15  0.102
H74 -20.38 2.30 46.47  0.135
H75 -18.95 1.30 46.58  0.107
H76 -18.65 0.41 49.67  0.143
H77 -18.65 -0.51 48.20  0.100
H78 -19.86 -2.06 49.67  0.136
H79 -20.86 -1.36 48.34  0.105
H80 -22.91 -2.23 49.32  0.065
H81 -23.35 -1.29 50.85  0.109
H82 -22.19 -2.48 50.95  0.089
C37 -19.23 1.68 41.95  -0.047
O15 -19.47 3.06 42.35  -0.180
C38 -20.80 3.43 42.02  -0.238
C39 -21.11 4.88 42.18  -0.046
N6 -20.25 5.81 41.25  0.095
H83 -19.26 5.73 41.42  0.169
H84 -20.56 5.60 40.32  0.163
C40 -20.54 7.33 41.19  -0.057
C41 -20.67 8.01 42.55  -0.206
O16 -19.68 7.62 43.52  -0.197
C42 -19.83 8.30 44.77  -0.069
H85 -18.86 1.72 40.93  0.103
H86 -20.11 1.03 42.02  0.066
H87 -18.53 1.15 42.60  0.058
H88 -21.47 2.85 42.65  0.120
H89 -21.09 3.13 41.02  0.126
H90 -20.88 5.26 43.18  0.129
H91 -22.11 5.14 41.85  0.150
H92 -21.38 7.52 40.52  0.146
H93 -19.71 7.76 40.63  0.145
H94 -21.71 7.91 42.85  0.129
H95 -20.66 9.08 42.36  0.147
H96 -18.87 8.74 45.04  0.105
H97 -19.98 7.55 45.54  0.076
H98 -20.69 8.96 44.88  0.108
C43 -24.18 0.72 43.47  -0.094
C44 -24.04 0.71 41.96  -0.188
C45 -24.21 -0.78 41.55  -0.092
N7 -23.51 -1.14 40.19  -0.195
C46 -24.46 -0.64 39.05  -0.062
C47 -24.00 -1.19 37.67  -0.166
C48 -23.66 -2.64 37.62  -0.179
C49 -22.88 -3.17 38.82  -0.173
C50 -23.49 -2.68 40.09  -0.124
C51 -22.12 -0.54 40.02  0.028
H99 -25.14 0.36 43.84  0.069
H100 -24.07 1.68 43.98  0.090
H101 -23.39 0.16 43.98  0.060
H102 -23.06 1.14 41.73  0.080
H103 -24.71 1.31 41.34  0.120
H104 -25.24 -1.15 41.49  0.123
H105 -23.82 -1.48 42.29  0.113
H106 -25.47 -1.01 39.20  0.132
H107 -24.61 0.43 39.21  0.128
H108 -24.65 -0.92 36.84  0.141
H109 -23.11 -0.72 37.26  0.117
H110 -24.62 -3.14 37.49  0.128
H111 -23.25 -2.79 36.62  0.137
H112 -22.82 -4.25 38.71  0.124
H113 -21.79 -3.13 38.85  0.115
H114 -24.50 -3.08 40.06  0.132
H115 -22.93 -3.04 40.95  0.120
H116 -21.59 -0.56 40.97  0.087
H117 -22.18 0.50 39.72  0.103
H118 -21.53 -1.03 39.24  0.105
C52 -27.06 -7.31 47.49  -0.039
C53 -25.92 -6.47 48.21  -0.214
C54 -24.78 -7.37 48.55  -0.130
N8 -23.39 -6.70 49.06  -0.219
C55 -22.77 -5.65 48.05  -0.073
C56 -21.34 -5.22 48.42  -0.168
C57 -20.37 -6.35 48.73  -0.163
C58 -21.02 -7.49 49.62  -0.123
C59 -22.48 -7.97 49.29  -0.055
C60 -23.79 -6.16 50.38  0.006
H119 -27.50 -7.98 48.23  0.095
H120 -26.71 -7.82 46.59  0.081
H121 -27.81 -6.57 47.22  0.058
H122 -26.31 -5.92 49.06  0.123
H123 -25.53 -5.87 47.38  0.082
H124 -24.41 -7.78 47.61  0.120
H125 -25.05 -8.22 49.17  0.148
H126 -22.75 -6.14 47.07  0.115
H127 -23.37 -4.75 47.95  0.113
H128 -20.95 -4.66 47.57  0.091
H129 -21.48 -4.53 49.25  0.100
H130 -20.04 -6.92 47.86  0.106
H131 -19.51 -6.02 49.31  0.103
H132 -20.44 -8.40 49.66  0.125
H133 -21.10 -7.05 50.62  0.103
H134 -22.58 -8.50 48.35  0.125
H135 -22.92 -8.54 50.11  0.141
H136 -24.34 -6.96 50.86  0.121
H137 -24.32 -5.26 50.06  0.107
H138 -22.97 -6.04 51.10  0.109
C61 -15.28 -5.76 52.44  -0.059
C62 -15.53 -6.23 50.97  -0.206
C63 -14.85 -5.35 49.92  -0.117
N9 -15.04 -5.58 48.39  -0.222
C64 -16.57 -5.51 48.13  -0.096
C65 -17.01 -5.57 46.67  -0.161
C66 -16.29 -4.48 45.88  -0.180
C67 -14.72 -4.54 45.99  -0.112
C68 -14.31 -4.49 47.54  -0.057
C69 -14.50 -6.94 47.99  0.033
H139 -15.45 -4.69 52.59  0.071
H140 -14.23 -5.77 52.73  0.087
H141 -15.89 -6.34 53.14  0.090
H142 -16.59 -6.41 50.82  0.095
H143 -15.11 -7.24 50.89  0.114
H144 -13.78 -5.27 50.09  0.146
H145 -15.06 -4.29 49.98  0.109
H146 -16.92 -4.55 48.51  0.127
H147 -16.95 -6.42 48.59  0.120
H148 -18.07 -5.30 46.65  0.105
H149 -16.72 -6.47 46.14  0.122
H150 -16.62 -3.53 46.28  0.086
H151 -16.53 -4.55 44.82  0.112
H152 -14.11 -3.73 45.59  0.088
H153 -14.32 -5.39 45.44  0.109
H154 -14.50 -3.50 47.94  0.098
H155 -13.26 -4.60 47.78  0.140
H156 -14.61 -7.03 46.91  0.094
H157 -15.03 -7.77 48.46  0.112
H158 -13.48 -7.17 48.31  0.127

Computed values of ΔE to the lowest compared entry with this formula, charge and spin (unit: kcal/mol) for the preceding records, in sequence: 0.00; 150.28.